Below is a molecular structure, C53H60Cl3FGeMgN2OSi2, with properties calculated with ωB97M-V/def2-TZVPD.

Properties
LUMO (spin up / spin down)	2.23 / 1.23	eV
E_HOMO (spin up / spin down)	-4.54 / -4.54	eV
frontier orbital gap (spin up / spin down)	0.2487 / 0.2120	Eh
expectation value of S²	0.75

The geometry in ORCA input format:
```
! RIJCOSX wB97M-V def2-TZVPD def2/J DEFGRID3
* xyz -1 2
Mg -0.138 -1.009 -0.246
C -3.503 1.634 3.512
C -2.376 1.694 2.469
C -1.228 0.808 2.937
C -2.972 1.536 1.067
C -3.595 2.706 0.628
C -4.350 2.751 -0.524
C -4.559 1.570 -1.208
C -3.952 0.377 -0.825
C -4.369 -0.836 -1.654
C -4.790 -2.058 -0.841
C -3.321 -1.206 -2.693
C -3.049 0.372 0.267
N -2.179 -0.737 0.529
C -2.505 -1.536 1.566
C -3.751 -1.651 2.223
C -3.936 -2.522 3.285
C -2.910 -3.325 3.769
C -1.654 -3.225 3.171
C -1.510 -2.358 2.125
F -0.233 -2.181 1.592
H -3.106 1.863 4.505
H -3.941 0.635 3.548
H -4.295 2.349 3.282
H -2.002 2.720 2.493
H -1.596 -0.138 3.335
H -0.697 1.315 3.748
H -0.512 0.603 2.145
H -3.468 3.609 1.216
H -4.784 3.682 -0.867
H -5.203 1.562 -2.081
H -5.265 -0.510 -2.192
H -3.944 -2.526 -0.343
H -5.236 -2.799 -1.510
H -5.533 -1.796 -0.086
H -2.365 -1.321 -2.197
H -3.212 -0.422 -3.444
H -3.574 -2.142 -3.199
H -4.570 -1.032 1.881
H -4.915 -2.574 3.748
H -3.071 -4.003 4.596
H -0.800 -3.791 3.519
C 6.199 -0.233 2.157
Si 4.532 0.155 1.356
C 4.814 0.166 -0.486
C 3.954 1.797 2.035
C 3.283 -1.200 1.760
C 3.133 -2.212 0.700
C 4.238 -3.055 0.501
C 4.189 -4.069 -0.428
C 3.022 -4.224 -1.158
C 1.986 -3.344 -0.919
N 2.006 -2.346 -0.022
Si 2.774 -1.747 3.483
C 4.268 -1.638 4.623
C 1.437 -0.693 4.238
C 2.245 -3.544 3.396
H 6.938 0.454 1.732
H 6.541 -1.247 1.944
H 6.199 -0.093 3.238
H 5.296 1.091 -0.810
H 3.875 0.089 -1.037
H 5.451 -0.672 -0.779
H 3.245 2.267 1.354
H 4.801 2.474 2.165
H 3.462 1.681 3.004
H 5.126 -2.896 1.100
H 5.040 -4.722 -0.579
H 2.902 -4.998 -1.902
H 1.080 -3.451 -1.485
H 4.589 -0.604 4.763
H 5.118 -2.212 4.248
H 3.999 -2.035 5.606
H 1.735 0.356 4.297
H 1.229 -1.041 5.254
H 0.511 -0.749 3.671
H 3.089 -4.186 3.133
H 1.468 -3.691 2.643
H 1.857 -3.879 4.361
Cl -1.980 -5.894 -5.696
C -1.428 -4.630 -4.627
C -1.651 -4.736 -3.267
C -1.201 -3.727 -2.436
Cl -1.513 -3.853 -0.727
C -0.520 -2.574 -2.895
O -0.119 -1.622 -2.125
C -0.332 -2.537 -4.295
Cl 0.456 -1.143 -4.965
C -0.769 -3.531 -5.149
H -2.173 -5.587 -2.853
H -0.601 -3.441 -6.213
C 0.599 2.898 1.143
Ge 0.463 1.678 -0.452
C 2.108 2.149 -1.513
C 3.000 3.181 -1.230
C 4.096 3.446 -2.046
C 4.327 2.675 -3.175
C 3.449 1.641 -3.480
C 2.362 1.386 -2.659
C -0.836 2.488 -1.773
C -1.244 1.597 -2.738
C -2.070 1.969 -3.821
C -2.544 3.242 -3.918
C -2.179 4.204 -2.946
C -2.672 5.530 -3.022
C -2.299 6.478 -2.113
C -1.390 6.137 -1.090
C -0.907 4.862 -0.991
C -1.298 3.838 -1.892
H -0.380 3.304 1.399
H 1.274 3.740 0.981
H 0.954 2.341 2.011
H 2.847 3.811 -0.359
H 4.769 4.260 -1.797
H 5.181 2.876 -3.811
H 3.615 1.028 -4.359
H 1.695 0.565 -2.909
H -0.919 0.563 -2.685
H -2.326 1.231 -4.572
H -3.197 3.539 -4.731
H -3.356 5.779 -3.827
H -2.686 7.487 -2.182
H -1.067 6.891 -0.382
H -0.202 4.622 -0.212
*
```

Löwdin population analysis, charges in e, atoms 1 to 2: Mg 0.556; C -0.055